9
Properties=species:S:1:pos:R:3:lowdin_charge:R:1 method="wB97M-V/def2-TZVPD" lumo_energy_ev=0.90 relative_energy_kcal_mol=27.3 e_homo_ev=-8.992 orbital_gap_ev=9.895
O 0.7944 -1.3203 -0.2010 0.03
O -1.0318 1.6393 -0.6087 0.07
N 0.0689 0.3428 1.0778 0.15
C -0.3317 0.5540 -0.2248 -0.41
C 0.0984 -0.4585 -1.0109 -0.03
C 0.7208 -0.7736 1.0175 -0.20
H 0.0072 -0.7024 -2.0551 0.13
H -1.5456 1.9450 0.1492 0.11
H 1.2062 -1.3077 1.8227 0.14